Below is 6 unconnected molecules or ions with the total composition C20H36O18, with properties calculated with ωB97M-V with the def2-TZVPD basis set.

Values from the calculation:
- Orbital gap: 0.38792 Eh
- Lowest unoccupied orbital energy: 0.138 eV
- Electronic energy: -58172.3089 eV
- HOMO: -10.418 eV
- SMILES string: C[C@H]1COC(=O)O1.C[C@H]1COC(=O)O1.COC(=O)OC.COC(=O)OC.COC(=O)OC.COC(=O)OC

The geometry in ORCA input format:
```
! wB97M-V def2-TZVPD RIJCOSX def2/J DEFGRID3
* xyz 0 1
C 3.565 5.500 2.781
C 2.920 5.452 1.306
C 2.049 4.176 1.110
O 0.940 4.721 0.556
C 0.920 6.060 0.641
O -0.066 6.780 0.366
O 2.001 6.558 1.119
H 4.502 4.967 2.854
H 2.905 5.051 3.540
H 3.895 6.486 3.079
H 3.747 5.434 0.633
H 1.744 3.575 1.975
H 2.530 3.428 0.434
C 0.584 -0.309 2.838
C -0.465 -0.952 3.755
C -1.277 -2.081 3.070
O -0.829 -3.194 3.695
C -0.082 -2.880 4.709
O 0.419 -3.663 5.473
O 0.144 -1.627 4.780
H 0.208 0.182 1.918
H 1.364 -0.976 2.497
H 1.164 0.447 3.355
H -1.037 -0.201 4.280
H -1.068 -2.153 1.985
H -2.372 -1.860 3.181
C -5.250 2.088 -2.440
O -4.088 2.844 -2.819
C -2.960 2.399 -2.245
O -2.896 1.221 -1.456
O -1.915 3.274 -2.333
C -0.695 3.067 -1.618
H -6.052 2.301 -3.078
H -5.498 2.388 -1.450
H -5.182 1.007 -2.388
H -0.210 2.137 -2.024
H -0.838 2.666 -0.574
H 0.027 3.950 -1.593
C -0.406 -0.710 -0.850
O 0.856 -0.428 -1.391
C 1.603 0.587 -0.999
O 1.148 1.500 0.008
O 2.742 0.650 -1.659
C 3.701 1.611 -1.452
H -0.914 0.153 -0.354
H -0.287 -1.433 -0.028
H -1.087 -1.125 -1.583
H 4.653 1.265 -1.918
H 3.885 1.742 -0.411
H 3.365 2.614 -1.830
C -3.573 -1.756 -2.341
O -2.717 -2.780 -1.912
C -3.177 -4.056 -1.803
O -4.479 -4.371 -2.148
O -2.373 -4.961 -1.264
C -2.801 -6.264 -1.027
H -2.958 -0.987 -2.866
H -4.048 -1.307 -1.425
H -4.369 -2.078 -2.989
H -2.983 -6.791 -1.973
H -3.631 -6.145 -0.287
H -2.092 -6.875 -0.493
C 0.441 -4.221 -1.575
O 1.609 -3.507 -1.864
C 2.217 -2.910 -0.796
O 1.696 -2.845 0.489
O 3.379 -2.392 -1.104
C 4.182 -1.910 -0.115
H 0.124 -4.752 -2.449
H -0.353 -3.502 -1.307
H 0.472 -4.937 -0.735
H 5.092 -1.473 -0.510
H 4.482 -2.722 0.597
H 3.771 -1.129 0.458
*
```